No. 1
122
Properties=species:S:1:pos:R:3 method="wB97M-V/def2-TZVPD" charge=+1 homo_energy_ev=-11.0
C -7.508 -4.201 4.259
C -6.980 -3.472 3.007
C -5.927 -2.454 3.451
C -5.332 -1.655 2.281
C -3.877 -1.270 2.612
C -3.341 -0.299 1.549
C -3.745 1.163 1.797
C -3.177 1.740 3.089
C -1.640 1.621 3.215
C -0.971 2.123 1.943
C 0.536 2.401 2.092
C 1.391 1.743 0.986
C 2.329 2.728 0.282
C 3.509 2.005 -0.372
C 3.038 1.338 -1.685
C 3.603 -0.067 -1.705
N 3.233 -0.896 -2.885
C 3.845 -2.144 -2.663
N 5.102 -2.240 -3.000
N 3.204 -3.186 -2.172
C 2.054 -2.893 -1.281
C 1.146 -1.767 -1.803
C 1.797 -1.205 -3.056
C 0.998 -0.081 -3.756
C -0.397 0.199 -3.178
C -1.118 1.110 -4.172
F -1.971 1.987 -3.529
H -8.039 -3.479 4.865
H -6.637 -4.530 4.816
H -8.125 -5.046 3.976
H -6.538 -4.161 2.292
H -7.809 -2.916 2.569
H -6.365 -1.765 4.168
H -5.110 -3.008 3.910
H -5.895 -0.741 2.116
H -5.273 -2.244 1.371
H -3.265 -2.170 2.634
H -3.850 -0.849 3.615
H -3.799 -0.589 0.603
H -2.267 -0.408 1.407
H -4.832 1.161 1.856
H -3.502 1.764 0.925
H -3.442 2.789 3.206
H -3.625 1.213 3.928
H -1.328 2.172 4.100
H -1.442 0.566 3.401
H -1.087 1.348 1.188
H -1.511 2.990 1.572
H 0.862 2.062 3.069
H 0.731 3.464 2.031
H 0.716 1.332 0.233
H 1.935 0.897 1.415
H 2.674 3.484 0.982
H 1.735 3.209 -0.492
H 3.812 1.227 0.323
H 4.318 2.682 -0.626
H 1.954 1.292 -1.635
H 3.309 1.938 -2.546
H 3.418 -0.538 -0.738
H 4.687 0.037 -1.757
H 5.651 -1.404 -3.156
H 5.526 -3.152 -3.140
H 3.841 -3.868 -1.778
H 2.430 -2.662 -0.289
H 1.457 -3.791 -1.187
H 1.093 -1.025 -1.015
H 0.173 -2.163 -2.033
H 1.767 -2.041 -3.751
H 0.839 -0.375 -4.791
H 1.539 0.860 -3.793
H -0.965 -0.725 -3.144
H -0.354 0.719 -2.226
H -1.634 0.550 -4.947
H -0.359 1.720 -4.663
C -5.373 4.153 -5.635
O -6.359 4.709 -6.074
N -4.895 4.385 -4.375
N -4.653 3.245 -6.365
H -4.083 3.934 -3.996
H -5.397 5.044 -3.809
H -4.974 3.049 -7.295
H -3.838 2.777 -6.019
C 6.263 -3.155 -6.249
O 6.953 -3.431 -5.278
N 6.512 -3.639 -7.494
N 5.179 -2.333 -6.129
H 5.953 -3.422 -8.298
H 7.304 -4.247 -7.601
H 5.005 -1.976 -5.211
H 4.570 -2.075 -6.882
C 7.544 1.151 -3.220
O 6.497 0.534 -3.020
N 8.429 1.403 -2.224
N 7.879 1.624 -4.448
H 9.286 1.905 -2.361
H 8.205 1.067 -1.300
H 7.238 1.451 -5.200
H 8.724 2.130 -4.635
C -0.055 5.733 4.378
O 0.849 4.959 4.116
N -0.496 5.938 5.653
N -0.700 6.460 3.416
H -1.238 6.569 5.891
H -0.043 5.420 6.384
H -0.399 6.335 2.468
H -1.445 7.102 3.610
C 7.747 0.815 1.201
O 8.689 0.895 0.431
N 7.864 1.043 2.539
N 6.491 0.488 0.764
H 7.099 0.983 3.183
H 8.775 1.285 2.884
H 6.382 0.322 -0.219
H 5.692 0.413 1.364
C -9.085 -5.951 7.455
O -8.585 -4.904 7.090
N -8.856 -6.482 8.694
N -9.918 -6.683 6.654
H -9.258 -7.342 9.014
H -8.250 -5.969 9.307
H -10.107 -6.320 5.739
H -10.341 -7.547 6.934

No. 2
112
Properties=species:S:1:pos:R:3 method="wB97M-V/def2-TZVPD" e_above_lowest_ev=10.596 homo_energy_ev=-8.3
C -0.690 0.479 -0.635
C 0.296 -0.181 0.305
O -0.286 -1.388 0.670
H -1.624 0.814 -0.188
H -0.797 -0.126 -1.509
H -0.169 1.387 -1.017
H 0.599 0.327 1.243
H 1.214 -0.384 -0.178
H 0.241 -1.633 1.438
C 4.763 -0.691 -2.794
C 3.656 -1.493 -2.154
O 3.103 -2.303 -3.158
H 5.176 0.014 -2.067
H 4.309 -0.140 -3.594
H 5.521 -1.488 -3.133
H 2.916 -0.859 -1.590
H 4.189 -2.145 -1.378
H 2.536 -2.971 -2.734
C 3.009 2.161 -1.112
C 4.060 3.167 -0.836
O 5.391 2.751 -0.645
H 3.104 1.588 -2.016
H 2.028 2.613 -1.314
H 2.864 1.495 -0.282
H 3.791 3.770 -0.005
H 3.980 3.971 -1.593
H 5.941 3.556 -0.562
C -1.248 1.248 5.281
C -0.407 0.373 4.391
O -1.245 -0.186 3.444
H -1.475 2.184 4.841
H -0.633 1.537 6.175
H -2.245 0.855 5.446
H -0.163 -0.486 4.984
H 0.457 0.951 3.931
H -1.167 -1.144 3.588
C -2.845 -5.633 0.680
C -2.061 -4.597 0.037
O -1.923 -3.573 1.005
H -2.363 -6.090 1.514
H -3.195 -6.441 0.044
H -3.756 -5.292 1.162
H -2.687 -4.150 -0.747
H -1.144 -4.963 -0.321
H -1.461 -2.865 0.543
C -3.430 -1.167 -2.235
C -3.580 0.314 -2.378
O -4.583 0.781 -1.537
H -2.570 -1.584 -2.784
H -4.328 -1.779 -2.519
H -3.083 -1.456 -1.252
H -3.785 0.539 -3.460
H -2.750 0.977 -2.302
H -4.471 1.736 -1.372
C 2.713 -1.323 2.463
O 1.541 -1.817 3.064
N 3.575 -0.548 3.050
N 3.139 -1.650 1.303
H 3.437 -0.410 4.108
H 4.428 -0.250 2.595
H 2.726 -2.511 0.877
H 3.884 -1.132 0.809
C -0.228 3.585 -3.760
O -0.887 2.651 -2.964
N 0.485 4.548 -3.229
N -0.067 3.465 -5.029
H 0.405 4.589 -2.194
H 0.510 5.488 -3.702
H -0.495 2.776 -5.542
H 0.534 4.131 -5.555
C -1.116 -3.179 4.835
O -0.192 -3.034 5.835
N -0.791 -2.905 3.614
N -2.368 -3.451 5.045
H 0.197 -2.659 3.466
H -1.415 -3.231 2.854
H -2.692 -3.780 5.987
H -3.102 -3.170 4.374
C 1.232 -3.672 -1.100
O 1.731 -3.702 0.207
N 1.763 -4.347 -2.040
N 0.222 -2.932 -1.524
H 2.637 -4.803 -1.690
H 1.312 -4.633 -2.912
H -0.072 -2.218 -0.872
H -0.310 -3.080 -2.346
C -1.467 5.269 -0.401
O -1.243 6.103 0.687
N -0.772 4.242 -0.744
N -2.542 5.492 -1.140
H -0.176 3.774 -0.035
H -1.104 3.663 -1.546
H -3.283 6.195 -0.992
H -2.682 4.947 -1.985
C -3.573 0.594 1.598
O -3.474 1.288 2.816
H -3.732 1.437 0.905
H -4.491 -0.003 1.553
H -2.661 -0.005 1.387
H -2.586 0.988 3.149
C -0.394 2.910 2.087
O 0.742 2.981 1.323
H -1.079 3.713 1.871
H -0.103 2.968 3.110
H -0.912 1.999 1.881
H 1.461 2.453 1.621
C 0.974 -0.252 -3.681
O -0.015 0.375 -4.374
H 1.276 0.256 -2.826
H 1.850 -0.437 -4.364
H 0.557 -1.223 -3.425
H -0.285 1.100 -3.820

No. 3
134
Properties=species:S:1:pos:R:3 method="wB97M-V/def2-TZVPD" e_above_lowest_ev=0.000 charge=+1 homo_energy_ev=-9.3
Ta 0.866 0.411 0.035
C -3.554 -3.145 5.844
C -2.073 -2.801 5.761
N -1.606 -2.601 4.378
C -1.710 -1.376 3.827
C -1.164 -1.024 2.634
C -1.439 0.344 2.132
O -2.277 1.044 2.620
O -0.686 0.688 1.087
C -0.285 -1.937 1.967
O 0.457 -1.687 0.994
C -0.306 -3.301 2.480
C 0.371 -4.293 1.781
C 0.291 -5.586 2.188
F 1.002 -6.521 1.528
C -0.510 -5.969 3.267
C -1.130 -4.971 4.002
C -1.007 -3.625 3.640
N -0.767 -7.335 3.581
C -0.535 -8.376 2.579
C -1.391 -9.611 2.968
N -2.349 -9.180 4.040
C -1.603 -8.845 5.300
C -0.499 -7.824 4.928
H -3.854 -3.224 6.891
H -3.783 -4.090 5.344
H -4.157 -2.362 5.377
H -1.461 -3.574 6.217
H -1.880 -1.881 6.304
H -2.268 -0.631 4.384
H 0.960 -4.028 0.911
H -1.767 -5.252 4.835
H 0.511 -8.673 2.511
H -0.843 -8.002 1.609
H -0.788 -10.419 3.369
H -1.956 -9.985 2.121
H -3.071 -9.872 4.207
H -2.772 -8.312 3.713
H -1.188 -9.763 5.704
H -2.315 -8.441 6.015
H 0.486 -8.299 4.984
H -0.503 -6.999 5.630
C 0.013 6.183 0.180
C -0.235 4.881 0.956
C -0.185 5.164 2.466
C -1.561 4.219 0.570
C -2.751 4.738 1.066
C -3.968 4.124 0.811
C -4.008 2.970 0.045
C -2.849 2.427 -0.500
C -2.952 1.241 -1.456
C -3.790 1.614 -2.690
C -3.556 0.007 -0.783
C -1.636 3.072 -0.237
N -0.409 2.561 -0.793
C 0.058 3.122 -1.813
C 1.425 2.752 -2.305
N 2.075 1.862 -1.699
C 3.308 1.408 -2.321
C 3.196 0.458 -3.354
C 4.359 0.022 -3.977
C 5.600 0.501 -3.599
C 5.684 1.442 -2.589
C 4.556 1.928 -1.928
C 4.819 3.016 -0.876
C 4.179 2.766 0.489
C 4.456 4.420 -1.372
C 1.867 -0.101 -3.849
C 1.522 0.435 -5.247
C 1.874 -1.633 -3.873
C 1.697 3.580 -3.498
C 2.756 3.729 -4.355
C 2.639 4.661 -5.415
C 1.501 5.401 -5.621
C 0.386 5.261 -4.755
C -0.863 5.929 -4.850
C -1.858 5.679 -3.938
C -1.686 4.776 -2.858
C -0.486 4.128 -2.742
C 0.530 4.360 -3.701
H 0.840 6.740 0.632
H -0.879 6.818 0.203
H 0.265 5.998 -0.866
H 0.570 4.183 0.733
H -0.812 6.020 2.733
H 0.841 5.395 2.767
H -0.523 4.297 3.036
H -2.723 5.636 1.677
H -4.886 4.547 1.207
H -4.962 2.487 -0.146
H -1.953 0.992 -1.793
H -4.843 1.741 -2.417
H -3.730 0.825 -3.446
H -3.444 2.548 -3.139
H -4.485 0.257 -0.263
H -2.873 -0.425 -0.052
H -3.778 -0.760 -1.531
H 4.287 -0.700 -4.784
H 6.497 0.142 -4.091
H 6.659 1.826 -2.297
H 5.898 3.002 -0.723
H 3.113 2.984 0.479
H 4.651 3.408 1.239
H 4.320 1.728 0.795
H 3.379 4.524 -1.518
H 4.955 4.655 -2.316
H 4.762 5.164 -0.629
H 1.077 0.199 -3.172
H 2.294 0.146 -5.968
H 1.442 1.524 -5.260
H 0.567 0.019 -5.585
H 2.559 -2.017 -4.635
H 0.874 -2.002 -4.118
H 2.169 -2.036 -2.902
H 3.665 3.150 -4.245
H 3.478 4.781 -6.090
H 1.451 6.097 -6.453
H -1.031 6.640 -5.653
H -2.810 6.189 -4.038
H -2.488 4.627 -2.144
N -0.422 -0.690 -1.345
C -0.964 -1.664 -1.657
C -1.604 -2.842 -2.022
C -2.142 -2.956 -3.344
N -2.571 -3.008 -4.416
C -1.713 -3.883 -1.049
N -1.789 -4.702 -0.234
F 3.171 -0.014 1.888
C 2.119 0.788 1.590
F 2.235 -0.622 -0.703
C 1.677 1.443 2.877
F 2.638 2.011 3.615
F 1.023 0.594 3.713
F 0.793 2.422 2.588

No. 4
80
Properties=species:S:1:pos:R:3 method="wB97M-V/def2-TZVPD" multiplicity=2 charge=-1 homo_energy_ev="-3.4 / -5.1"
O -10.164 -16.724 23.829
V -9.915 -15.542 24.814
O -9.297 -14.350 23.948
O -11.056 -15.646 28.661
C -10.683 -15.518 27.388
O -10.781 -16.528 26.665
O -10.282 -14.528 26.860
H -11.219 -16.588 28.574
C -10.867 -20.897 26.102
C -11.874 -21.011 27.271
C -11.615 -22.236 28.183
O -11.660 -19.842 28.115
H -10.976 -21.494 25.197
H -9.895 -21.094 26.554
H -10.863 -19.841 25.832
H -12.841 -21.024 26.767
H -12.043 -22.062 29.170
H -10.592 -22.557 28.381
H -12.058 -23.059 27.623
H -11.508 -19.183 27.434
C -14.202 -12.281 30.413
C -13.611 -13.609 29.749
C -13.779 -13.659 28.207
O -12.223 -13.641 30.256
H -13.754 -11.398 29.957
H -14.228 -12.258 31.502
H -15.250 -12.471 30.184
H -14.106 -14.481 30.176
H -13.489 -12.636 27.968
H -14.846 -13.722 27.995
H -13.213 -14.433 27.688
H -11.744 -14.264 29.704
C -11.387 -19.176 31.495
C -10.119 -18.851 30.801
C -9.120 -18.077 31.671
O -9.503 -19.979 30.246
H -11.647 -18.314 32.109
H -11.270 -20.095 32.067
H -12.181 -19.376 30.775
H -10.257 -18.143 29.984
H -8.343 -17.457 31.224
H -8.618 -18.689 32.420
H -9.638 -17.283 32.209
H -9.993 -20.156 29.440
C -14.021 -17.510 28.183
C -14.559 -18.345 27.085
C -15.278 -19.603 27.538
O -15.465 -17.672 26.306
H -13.541 -16.657 27.703
H -13.268 -18.034 28.772
H -14.876 -17.132 28.744
H -13.730 -18.739 26.498
H -14.502 -20.191 28.028
H -15.691 -20.257 26.769
H -16.087 -19.549 28.266
H -16.293 -17.525 26.768
C -9.318 -11.226 25.701
C -9.102 -10.909 27.205
C -10.338 -10.378 27.931
O -8.612 -12.012 27.900
H -10.080 -11.985 25.524
H -8.363 -11.483 25.242
H -9.544 -10.277 25.215
H -8.452 -10.036 27.149
H -11.071 -11.147 28.176
H -10.839 -9.588 27.371
H -9.949 -10.109 28.912
H -9.266 -12.712 27.954
C -7.528 -17.114 27.686
C -7.271 -17.291 26.162
C -8.070 -18.522 25.715
O -7.738 -16.139 25.559
H -6.898 -17.690 28.364
H -8.594 -17.199 27.898
H -7.124 -16.143 27.974
H -6.196 -17.467 26.197
H -7.905 -19.380 26.367
H -7.827 -18.912 24.727
H -9.123 -18.312 25.908
H -7.224 -15.444 25.978

No. 5
16
Properties=species:S:1:pos:R:3 method="wB97M-V/def2-TZVPD" e_above_lowest_ev=4.002 smiles="O=c1cc[nH]c(=O)[nH]1.C#C" homo_energy_ev=-9.9
O 2.399 0.515 -1.289
C 1.511 -0.045 -0.696
C 1.445 -0.727 0.586
C 0.425 -1.332 1.052
N -0.699 -1.541 0.255
C -0.946 -0.790 -0.745
O -2.098 -0.717 -1.221
N 0.202 -0.085 -1.252
H 2.527 -0.444 0.882
H 0.540 -1.870 1.960
H -1.657 -1.678 0.842
H 0.093 0.221 -2.187
C -1.333 1.824 0.060
C -0.470 2.206 0.879
H -2.170 1.990 -0.867
H 0.232 2.473 1.741